Entry 1:
A structure of composition C6H8LiO6Sm at a distorted geometry, computed with the ωB97M-V functional and the def2-TZVPD basis.

XYZ file:
```
22
Properties=species:S:1:pos:R:3:forces:R:3
C -0.7004 3.5625 2.3188 -0.5607 2.0823 0.2468
O 1.7074 -0.8156 1.4671 -0.7175 -0.7432 0.8831
O -1.7748 -1.1693 1.5924 1.9745 2.0018 -0.1359
H 1.0060 2.9607 0.7228 1.7997 0.2633 1.7861
C -0.6651 -0.6142 1.7413 -2.1531 -3.8942 0.7170
Sm 3.7996 2.4507 2.0719 -1.9478 -1.5102 0.1647
H -0.0202 1.4753 1.8761 1.6481 4.2441 -1.5576
H 0.3677 -0.3455 -0.0619 0.1593 -0.3654 -0.2690
C 0.2540 2.7045 1.4865 -3.1561 -3.4336 -0.5462
O 2.4508 0.5996 2.9616 0.7719 0.3081 0.3645
C -2.4776 1.9963 2.6862 -0.1389 -1.7502 -0.0165
H -0.2457 4.3328 2.9518 0.2691 -0.4815 0.1651
H -1.3346 4.1641 1.6528 0.0984 -0.2919 -0.0424
O -2.9981 1.2025 3.5063 0.0308 0.2425 -0.1466
H 0.3888 -2.0773 0.5761 -0.1324 0.5311 -0.1166
C 0.4586 -1.0062 0.8097 0.1969 0.9238 -0.1128
O -2.6398 1.9069 1.4472 0.1228 0.2232 -0.5327
H -0.4254 -0.1966 2.7390 -0.0953 0.6052 -0.4141
H -0.2818 2.7907 0.5198 -1.3014 -1.2292 0.1703
C 2.0319 0.4354 1.8011 2.1587 1.2300 -1.1886
O -1.5586 2.8432 3.1998 1.0758 0.3981 0.2007
Li -3.2714 0.0100 1.9281 -0.1028 0.6457 0.3804
```
Forces are in eV/Å.

Gap between HOMO and LUMO (spin up / spin down) in eV: 6.19 / 6.33
⟨S²⟩: 12.0104
Charge: +1
2S+1: 7
Molecular weight in g/mol: 333.425
Highest occupied orbital energy (spin up / spin down) in eV: -11.7 / -11.7
LUMO (spin up / spin down) in eV: -5.47 / -5.37
Energy relative to the best compared isomer or geometry (same formula, charge and spin) in eV: 3.301


Entry 2:
A structure of composition C15H31CoN3OP2S10Sb at a distorted geometry, computed with the ωB97M-V functional and the def2-TZVPD basis.

XYZ file:
```
64
Properties=species:S:1:pos:R:3:forces:R:3
H -3.4049 -1.4258 -1.7488 -0.0085 0.0116 0.0172
H 3.7038 3.9559 -0.9228 0.0194 0.0490 -0.0172
C -1.8443 -3.9287 -2.2193 0.0435 0.2359 -0.0280
Co -0.1512 -0.6664 -0.3282 -0.1343 -0.6823 -1.0771
H 4.0784 -1.9826 -0.1254 0.0506 0.0462 -0.0200
C 1.1120 2.2128 4.1614 0.2186 0.1730 -0.0019
H -0.9103 -4.4931 -2.2034 -0.0210 -0.0170 -0.0368
H 2.0413 4.0837 -1.5675 -0.0008 0.0363 0.0003
Sb -4.7635 -3.1843 2.0844 0.1822 0.6023 0.0089
C -1.2929 1.6920 1.6016 0.0248 -0.1742 -0.0789
H 3.4268 3.9062 -2.6835 0.0200 0.0941 0.0269
H -2.7507 -0.2617 -2.9244 -0.0077 0.0700 -0.0477
S 2.5198 1.4506 -4.5735 -0.1907 0.0314 0.0939
C 3.0234 3.6373 -1.7107 -0.0669 -0.2841 0.0212
H -0.2853 4.0439 1.8022 -0.0037 0.0433 0.0299
S -1.8383 -1.7686 0.6067 0.5498 -0.0458 -0.7272
P -1.4936 -2.2882 -2.8816 -0.4483 -0.3004 -0.2253
C 1.9702 -2.8587 1.5861 -0.1071 0.0644 -0.2938
C -3.0058 -1.3071 -2.7573 0.2980 -0.1793 -0.0088
S -5.1398 -3.0333 -0.1978 0.2767 -0.3035 0.4281
H 3.1724 -0.4950 0.3003 0.0425 0.0068 -0.0020
H 2.4718 1.7399 1.9405 -0.0005 0.0174 -0.0302
H 0.9148 2.8908 4.9942 -0.0469 -0.0732 0.0287
C -0.2573 3.5353 2.7643 -0.0094 -0.0534 0.0463
H -2.1171 0.9791 1.6436 -0.0138 -0.0505 -0.0073
H 3.2382 -1.0522 -1.3847 0.0218 0.0293 -0.0080
C 0.3110 0.0761 3.1810 -0.0062 -0.3760 -0.4797
S -0.3609 1.3252 -4.3991 0.2187 -0.1274 0.1507
H -1.4380 2.3182 0.7249 0.0546 0.0277 -0.0285
S -3.3508 -5.0343 1.8525 -0.0622 -0.0027 -0.3618
S 0.9231 1.1728 -7.0710 0.0106 -0.0011 -0.0794
C -1.3149 1.7926 3.9960 -0.2031 0.0832 -0.1295
H -3.7555 -1.6362 -3.4767 0.0423 -0.0333 -0.0238
P 0.2923 0.7197 1.4156 -0.1099 0.9019 1.2146
H 1.5086 2.7735 0.8885 -0.0161 -0.0210 0.0257
C 1.4655 2.1331 1.7708 0.0103 -0.1992 -0.2669
H -2.2327 -3.8396 -1.2044 -0.0370 0.0078 0.0255
C 3.2049 -1.3711 -0.3453 -0.1231 -0.2638 -0.0264
S -2.7594 -1.3718 2.3577 -0.7267 -0.1139 0.7803
S 2.8896 1.8250 -1.5985 0.1438 0.1518 -0.1684
H -2.5833 -4.4471 -2.8307 -0.0048 0.0152 -0.0292
H -0.4736 -0.6835 3.2491 -0.0274 -0.0143 0.0803
H 0.0546 0.6865 5.1346 -0.0102 0.0176 0.0142
H 1.2759 -0.3863 3.3997 -0.0226 0.1031 0.0783
C -1.1363 -2.5580 -4.6403 -0.0509 0.0351 0.3080
C 0.4786 1.4391 -2.8616 0.4532 0.1446 -0.3898
H -1.4865 2.4414 4.8571 0.0906 -0.0540 0.0343
N 1.0619 2.9283 2.9362 0.0232 0.0936 0.0485
C 1.0289 1.3178 -5.4461 -0.0320 -0.0436 0.0829
H 2.0841 1.7372 4.2961 -0.0437 -0.0678 0.0066
N 0.0517 1.1251 4.2136 -0.0212 0.0517 0.0404
H -2.0594 -2.7625 -5.1826 0.0091 -0.0382 0.0077
S 1.7109 -2.3699 -0.1359 0.1672 0.1661 0.1748
H 1.1203 -3.4710 1.8800 -0.0398 0.0494 0.0374
S -0.4636 1.5494 -1.4276 -0.4263 -0.0078 0.3155
H -0.4185 4.2648 3.5621 0.0142 -0.0353 0.0094
H -2.0556 0.9941 3.9479 0.0305 -0.0441 0.0409
H -0.6569 -1.6799 -5.0644 0.0157 0.1229 -0.0268
H -0.4649 -3.4115 -4.7367 0.0157 0.0202 -0.0065
O -0.3088 -1.6417 -2.1981 0.1500 0.2386 0.3004
C 1.8242 1.5493 -2.9651 -0.1306 -0.1828 0.0765
H 2.8858 -3.4443 1.6435 0.0007 -0.0080 0.0698
H 2.0449 -1.9818 2.2278 0.0116 -0.0492 0.0080
N -1.3151 2.5392 2.7930 -0.0563 0.1053 -0.0053
```
Forces are in eV/Å.

Gap between HOMO and LUMO (spin up / spin down) in eV: 6.06 / 5.66
⟨S²⟩: 6.0354
Charge: 0
2S+1: 5
Molecular weight in g/mol: 832.744
Highest occupied orbital energy (spin up / spin down) in eV: -6.9 / -6.8
LUMO (spin up / spin down) in eV: -0.79 / -1.13
Energy relative to the best compared isomer or geometry (same formula, charge and spin) in eV: 0.428


Entry 3:
A structure of composition C3H5ClS at a distorted geometry, computed with the ωB97M-V functional and the def2-TZVPD basis.

XYZ file:
```
10
Properties=species:S:1:pos:R:3:forces:R:3
Cl 1.6518 0.3169 1.9790 -1.5090 -0.4891 -2.2328
S 0.8899 -1.8048 -0.4975 0.9021 1.8043 -0.4007
H -1.1514 0.5146 1.5294 -0.1718 -0.2525 -1.6355
H 0.0325 1.8171 -0.4237 -0.2856 -0.2288 0.3488
C 0.3248 -0.2792 0.1812 1.7461 -1.2919 1.9531
H 1.8211 -1.1472 -1.3286 -0.9290 -0.9540 0.7940
H -1.8111 -0.8130 0.3454 0.8444 1.6170 -0.2131
C -0.2861 0.7865 -0.5716 -0.0997 0.7227 -2.5607
H -0.3893 0.5592 -1.7125 -0.1323 0.3099 2.2945
C -1.0822 0.0499 0.4988 -0.3650 -1.2375 1.6524
```
Forces are in eV/Å.

Gap between HOMO and LUMO in eV: 9.09
Charge: 0
Molecular weight in g/mol: 108.593
Highest occupied orbital energy in eV: -9.7
LUMO in eV: -0.61
Energy relative to the best compared isomer or geometry (same formula, charge and spin) in eV: 1.739